(1)
{
  "formula": "C5H14N2O",
  "method": "ωB97M-V/def2-TZVPD",
  "e_above_lowest_kcal_mol": 51.9,
  "lumo_ev": 0.63,
  "e_homo_ha": -0.3095,
  "smiles": "NC[C@@H]1CCCN1.O",
  "symbols": ["N", "C", "C", "C", "C", "C", "N", "H", "H", "H", "H", "H", "H", "H", "H", "H", "H", "H", "H", "O", "H", "H"],
  "xyz": [[0.344859, -1.316927, 1.843264], [0.820492, -0.024972, 1.362164], [-0.354163, 0.794522, 0.779493], [-1.074100, 0.116694, -0.403020], [-0.691637, 0.900430, -1.676048], [0.162979, 2.124847, -1.234870], [0.275450, 2.038666, 0.276918], [1.103408, -1.924468, 2.117260], [-0.089984, -1.815173, 1.092677], [1.460694, -0.133900, 0.462297], [1.264275, 0.518486, 2.196842], [-0.988512, 1.138110, 1.609129], [-2.155867, 0.188321, -0.254571], [-0.870574, -0.951976, -0.493006], [-0.069712, 0.310950, -2.341066], [-1.587044, 1.263868, -2.184283], [-0.415775, 3.037783, -1.351401], [1.179809, 1.964949, -1.603949], [-0.068413, 2.924695, 0.607274], [0.794446, -3.488237, -0.105382], [0.971053, -4.436385, -0.139809], [-0.011685, -3.230281, -0.559911]],
  "forces_ev_per_angstrom": [[-0.059, 0.206, 0.622], [-1.069, -0.642, -1.034], [0.987, 1.223, 0.976], [-0.556, 0.562, 0.234], [0.342, 0.541, 0.337], [-0.426, -1.500, 2.225], [0.056, -0.081, -1.662], [0.187, 0.098, 0.079], [-0.198, -0.182, -0.188], [0.526, 0.176, 0.692], [0.254, 0.063, -0.405], [-0.341, -0.703, -0.242], [0.108, -0.039, 0.034], [0.215, 0.101, 0.021], [-0.285, -0.229, -0.274], [0.143, -0.310, -0.193], [0.830, 0.291, -1.134], [-0.319, 1.047, -0.563], [-0.414, -0.391, 0.699], [0.580, 0.230, 0.302], [-0.586, 0.260, -0.335], [0.022, -0.722, -0.192]],
  "mulliken_charge": [-0.620, -0.641, 0.065, -0.135, -0.565, -0.601, -0.493, 0.252, 0.229, 0.252, 0.369, 0.407, 0.286, -0.233, 0.267, 0.288, 0.311, 0.295, 0.284, -0.625, 0.305, 0.301]
}

(2)
{
  "formula": "C36H99N9O9",
  "method": "ωB97M-V/def2-TZVPD",
  "e_above_lowest_kcal_mol": 60.1,
  "lumo_ev": [2.19, 2.12],
  "e_homo_ha": [0.0263, -0.2600],
  "charge": -1,
  "s_squared": 0.751,
  "spin_multiplicity": 2,
  "symbols": ["C", "C", "C", "O", "C", "N", "H", "H", "H", "H", "H", "H", "H", "H", "H", "H", "H", "C", "C", "C", "O", "C", "N", "H", "H", "H", "H", "H", "H", "H", "H", "H", "H", "H", "C", "C", "C", "O", "C", "N", "H", "H", "H", "H", "H", "H", "H", "H", "H", "H", "H", "C", "C", "C", "O", "C", "N", "H", "H", "H", "H", "H", "H", "H", "H", "H", "H", "H", "C", "C", "C", "O", "C", "N", "H", "H", "H", "H", "H", "H", "H", "H", "H", "H", "H", "C", "C", "C", "O", "C", "N", "H", "H", "H", "H", "H", "H", "H", "H", "H", "H", "H", "C", "C", "C", "O", "C", "N", "H", "H", "H", "H", "H", "H", "H", "H", "H", "H", "H", "C", "C", "C", "O", "C", "N", "H", "H", "H", "H", "H", "H", "H", "H", "H", "H", "H", "C", "C", "C", "O", "C", "N", "H", "H", "H", "H", "H", "H", "H", "H", "H", "H", "H"],
  "xyz": [[-5.050378, -4.106790, 2.378093], [-4.661428, -2.595020, 2.370643], [-3.166348, -2.298700, 2.409573], [-2.566138, -3.043860, 3.495233], [-1.125628, -3.225850, 3.379793], [-5.395588, -1.997050, 1.220523], [-6.122668, -4.217330, 2.216573], [-4.770688, -4.521370, 3.346593], [-4.529248, -4.560600, 1.535143], [-5.045748, -2.221890, 3.319943], [-3.214838, -1.214880, 2.514873], [-2.731498, -2.657260, 1.476593], [-0.687118, -2.228650, 3.342213], [-0.757888, -3.840920, 2.558483], [-0.739588, -3.649270, 4.307043], [-5.127078, -2.497480, 0.385323], [-6.384588, -2.126760, 1.379133], [2.812242, 3.536710, -7.462037], [2.166372, 2.898430, -8.701347], [0.882542, 2.074370, -8.593117], [1.136722, 1.121880, -7.559517], [0.076962, 0.232400, -7.242947], [1.940342, 3.982450, -9.666497], [3.347902, 4.454940, -7.702897], [3.552222, 2.855460, -7.042007], [1.968042, 3.724240, -6.798517], [2.972002, 2.277890, -9.093787], [0.701752, 1.532170, -9.521257], [0.044462, 2.719050, -8.328337], [-0.767058, 0.688290, -6.725347], [0.468082, -0.554410, -6.597927], [-0.310668, -0.260310, -8.134617], [2.761542, 4.226650, -10.201377], [1.341412, 3.517090, -10.333437], [-0.159378, 5.280320, 3.779623], [0.147112, 4.569740, 5.056563], [-0.049338, 3.039330, 4.952573], [0.647652, 2.371150, 5.978053], [0.837932, 0.954570, 5.886753], [1.566562, 4.850190, 5.450793], [-1.225008, 5.166790, 3.580503], [0.337932, 4.831300, 2.919883], [0.175742, 6.316150, 3.726193], [-0.539378, 4.888270, 5.841023], [0.289332, 2.617600, 4.006233], [-1.109308, 2.834170, 5.102513], [1.110342, 0.580640, 4.899803], [-0.101208, 0.533620, 6.245793], [1.630512, 0.494480, 6.476863], [1.699352, 4.047880, 6.049773], [2.254032, 4.800210, 4.712563], [-0.672738, 1.777810, 1.512583], [-0.964768, 1.211170, 0.135793], [0.134812, 1.385020, -1.000697], [-0.437298, 0.996830, -2.313437], [0.343842, 1.445690, -3.349417], [-1.435438, -0.189960, 0.311533], [-1.567898, 1.679650, 2.126713], [-0.348958, 2.816610, 1.577173], [0.155442, 1.154000, 1.848853], [-1.866868, 1.699910, -0.232227], [1.024552, 0.791420, -0.790717], [0.512662, 2.405860, -0.944067], [0.052742, 1.115710, -4.346657], [1.364562, 1.071210, -3.271967], [0.327532, 2.505780, -3.602487], [-1.818288, -0.444860, -0.587667], [-2.258238, -0.244910, 0.894683], [-0.981498, -2.785930, -2.001657], [-2.221538, -3.580060, -2.119707], [-2.431568, -4.785840, -1.185417], [-3.038668, -5.856160, -1.833447], [-3.462878, -6.862920, -1.015447], [-3.394908, -2.646050, -2.102167], [-0.859178, -2.361010, -1.005377], [-0.970718, -1.949280, -2.700227], [-0.104408, -3.415360, -2.152107], [-2.305078, -3.928630, -3.149087], [-2.966088, -4.472170, -0.288757], [-1.517838, -5.230510, -0.791117], [-3.966168, -6.512300, -0.114417], [-2.544448, -7.349920, -0.687707], [-4.185328, -7.508190, -1.515247], [-3.374458, -2.074960, -2.934957], [-4.150968, -3.263140, -2.362287], [2.953872, 5.586540, 1.751913], [3.049012, 4.012260, 1.821653], [3.700312, 3.514300, 0.479863], [3.597182, 2.120310, 0.409853], [4.209042, 1.481010, -0.707737], [3.856202, 3.642210, 2.898573], [3.850622, 6.038770, 1.328323], [2.698252, 5.827140, 2.783833], [2.137962, 5.822360, 1.068703], [2.140102, 3.483810, 2.109253], [4.740612, 3.836910, 0.437463], [3.245762, 4.056860, -0.349057], [5.244672, 1.210430, -0.501907], [4.303252, 2.113660, -1.590337], [3.725402, 0.580840, -1.087067], [4.783772, 3.659240, 2.499313], [3.714362, 2.677350, 3.161283], [4.368332, -0.614140, 4.600633], [3.938252, -0.753150, 3.153363], [3.353562, -2.067530, 2.619873], [3.190572, -1.821230, 1.238973], [2.374192, -2.613970, 0.466863], [3.205662, 0.431530, 2.923563], [3.589882, -1.191430, 5.099473], [4.496412, 0.414860, 4.936583], [5.287752, -1.173780, 4.772573], [4.902682, -0.756080, 2.645453], [2.427142, -2.217370, 3.174303], [3.806792, -3.050850, 2.745373], [2.854062, -3.575710, 0.285563], [2.255622, -2.098330, -0.486107], [1.396402, -2.654800, 0.946843], [3.337642, 0.870020, 2.023333], [2.232972, 0.162090, 2.886623], [-6.949068, 2.618780, 3.605373], [-6.105378, 1.836190, 2.606223], [-4.743248, 2.384510, 2.476293], [-4.895768, 3.505660, 1.676353], [-3.723838, 4.298470, 1.625953], [-6.163598, 0.391150, 2.917113], [-7.970818, 2.304620, 3.392233], [-6.952418, 3.708000, 3.564283], [-6.637948, 2.271570, 4.590633], [-6.615778, 1.934220, 1.648113], [-3.994428, 1.704980, 2.069343], [-4.340608, 2.652180, 3.453183], [-3.900798, 4.856080, 0.706253], [-2.806418, 3.737370, 1.448123], [-3.613078, 5.058070, 2.399803], [-5.701678, -0.139810, 2.192683], [-5.502498, 0.210600, 3.659043], [1.719892, -5.461260, -2.272307], [3.146062, -5.357490, -2.742757], [3.540152, -3.899490, -3.145857], [2.715762, -3.335380, -4.268007], [2.931982, -1.878900, -4.445797], [4.012062, -5.932550, -1.738547], [1.728812, -4.874470, -1.353777], [1.590282, -6.510880, -2.008517], [0.979472, -5.248870, -3.043517], [3.254802, -5.940620, -3.657217], [4.616042, -3.843300, -3.311347], [3.532282, -3.266690, -2.258387], [3.902052, -1.595870, -4.854387], [2.727862, -1.359820, -3.509317], [2.211712, -1.540900, -5.190827], [4.718862, -6.389290, -2.297037], [3.719662, -6.645560, -1.085697]],
  "forces_ev_per_angstrom": [[0.887, 0.939, 0.325], [-1.708, -1.938, 0.106], [-0.741, -1.341, -0.140], [0.446, 0.146, -0.637], [-0.713, 1.175, 0.661], [1.299, 0.729, 0.845], [0.013, 0.051, 0.116], [0.097, -0.472, -0.259], [0.064, -0.460, 0.152], [-0.340, 0.489, -0.101], [1.206, 0.240, 0.143], [0.310, 0.500, -0.252], [0.284, 0.060, -0.408], [-0.503, 0.013, -0.326], [-0.473, -0.235, 0.076], [0.017, 0.043, -0.306], [-0.060, -0.028, -0.065], [-0.989, -0.816, 0.147], [2.012, 0.858, -0.693], [1.077, -0.349, 1.575], [-0.349, -0.024, 0.119], [0.236, -0.088, -0.318], [-1.266, -0.369, -0.432], [-0.310, 0.051, -0.193], [-0.349, -0.051, 0.440], [0.498, 0.310, 0.626], [-0.246, -0.735, -0.202], [-0.186, 0.123, -0.319], [-0.246, 0.099, -0.076], [-0.004, 0.408, 0.043], [0.165, 0.153, 0.028], [-0.066, -0.031, -0.285], [0.352, -0.055, 0.262], [-0.349, 0.522, -0.733], [-0.574, -0.316, -1.000], [2.165, -0.395, -0.086], [-0.360, -0.515, -0.179], [1.543, -0.248, 0.984], [-1.087, 0.123, -0.260], [-1.647, -0.065, 0.942], [-0.163, 0.457, -0.193], [0.180, -0.383, 0.042], [-0.360, 0.103, 0.550], [0.285, 0.362, 0.245], [-0.050, 0.242, -0.392], [-0.413, -0.165, -0.396], [-0.469, 0.417, -0.486], [-0.071, -0.585, -0.311], [0.208, 1.084, 0.649], [1.078, 0.104, 0.369], [-0.217, -0.278, -0.471], [0.931, -0.388, -0.495], [-1.198, 0.154, -1.212], [-1.308, -0.881, 0.614], [-0.292, 0.625, 2.454], [1.144, 0.124, -1.909], [0.991, -0.123, -0.586], [0.178, -0.231, 0.203], [-0.029, 0.085, -0.417], [-0.038, 0.016, 0.793], [0.174, 0.823, -0.417], [-0.020, -0.516, -0.044], [-0.414, 0.373, -0.529], [-0.768, -1.020, 0.231], [0.397, 0.316, 0.211], [0.189, 0.641, 1.095], [0.133, -0.403, -0.394], [-0.009, 0.429, 0.425], [1.186, 0.087, 0.930], [-1.461, -0.041, -1.482], [1.030, 0.419, 0.403], [-1.496, 1.374, -2.137], [0.228, -0.559, 1.089], [-0.409, -0.728, 0.900], [-0.116, 0.098, 0.146], [0.033, -0.093, -0.103], [0.047, 0.094, -0.267], [0.767, -0.944, -0.036], [-0.551, 0.143, 0.090], [0.841, 0.607, 0.047], [-0.144, 0.330, 0.229], [-0.171, -0.958, 0.294], [0.432, -0.141, -0.266], [0.562, 0.491, -0.103], [-0.728, -0.157, 0.339], [-1.112, -2.100, -0.117], [0.294, 0.779, -2.099], [-1.145, 0.620, 0.550], [-0.437, -0.890, -0.556], [0.925, 0.478, -0.575], [2.202, -0.274, 1.659], [0.175, -0.047, 0.510], [0.289, 0.830, -0.262], [-0.160, 0.320, 0.125], [-0.899, 0.516, -1.134], [0.429, 0.043, 0.368], [-0.419, -0.405, -0.468], [0.158, -0.121, 0.440], [-0.389, 0.503, 0.036], [-0.570, -0.007, 0.703], [0.729, 0.057, 0.755], [-0.158, -0.267, 0.108], [-0.170, -2.396, 0.446], [3.715, -0.310, -0.036], [-1.321, 0.295, -0.048], [1.034, 1.433, 0.728], [-0.392, -0.079, -0.023], [-1.890, 0.859, -1.117], [-0.112, 0.513, 1.169], [-0.340, -0.262, -0.192], [0.163, -0.026, 0.182], [0.013, 0.757, -0.723], [-1.049, 0.076, -0.281], [1.140, 0.271, 0.370], [-0.333, -0.442, 0.020], [-0.040, -0.065, -0.102], [-0.340, -0.585, -0.158], [0.366, -0.189, -0.474], [-0.565, 0.186, 0.164], [-0.375, -0.768, 0.020], [-1.228, -0.987, -0.294], [0.632, 0.169, 0.320], [0.941, 0.887, 0.127], [-0.671, 0.687, -1.766], [0.337, 0.433, 0.478], [-0.157, -0.025, 0.513], [0.529, -0.086, -0.281], [-0.283, 0.219, 0.290], [0.285, 0.066, -0.287], [-0.063, -0.425, -0.471], [0.038, 0.203, 0.510], [0.390, 0.324, -0.072], [0.028, -0.280, 0.372], [-0.084, -0.389, 0.576], [-0.260, -0.006, -0.899], [-0.085, 0.106, 0.882], [0.471, -0.582, 0.081], [-1.096, 0.374, -1.418], [-0.259, 0.545, -0.052], [1.715, 0.271, 1.574], [-0.626, -1.432, 0.100], [1.998, 0.446, -0.408], [-0.937, 0.203, -0.044], [-0.298, -0.093, 0.200], [0.049, 0.588, 0.336], [-0.158, -0.086, -0.313], [0.198, -0.316, -1.011], [-0.947, 0.287, 0.225], [0.346, -0.392, 0.296], [0.143, 0.050, 0.082], [-0.206, -0.235, 0.099], [0.648, 0.003, 0.476], [-1.029, 0.273, -0.227]],
  "mulliken_charge": [-1.150, 0.010, 0.467, -0.447, -0.857, -0.676, 0.497, 0.318, -0.136, 0.452, 0.001, 0.001, 0.283, 0.227, 0.408, 0.243, 0.295, -1.458, 0.768, -1.020, 0.220, -0.996, -0.774, 0.467, 0.310, 0.212, 0.177, 0.379, 0.357, 0.285, -0.053, 0.385, 0.275, 0.232, -0.952, 0.426, 0.281, -0.487, -0.493, -0.907, 0.206, -0.012, 0.338, 0.273, -0.349, 0.386, -0.023, 0.343, 0.301, 0.431, 0.207, -0.734, 0.710, -0.921, 0.094, -0.688, -0.094, 0.030, 0.325, -0.145, 0.210, 0.052, 0.418, -0.087, 0.172, 0.533, 0.247, -0.349, -0.188, 0.454, 0.164, -0.275, -0.760, -0.693, -0.349, 0.469, -0.321, 0.199, -0.566, 0.373, 0.169, 0.311, 0.287, 0.297, 0.317, -1.837, 2.456, -1.761, 1.447, -2.668, -0.744, 0.486, 0.254, 0.385, -0.626, 0.276, 0.344, 0.319, 0.525, 0.201, 0.334, 0.217, -1.629, 0.554, -0.758, -0.049, -0.612, 0.596, 0.299, 0.246, 0.436, 0.283, 0.094, 0.480, 0.354, -0.109, 0.307, 0.073, -0.424, -1.484, 0.258, 0.196, -0.304, -0.776, -0.652, 0.356, 0.323, 0.329, 0.402, -0.255, 0.259, 0.334, 0.164, 0.310, 0.253, 0.302, -0.927, 0.291, -0.439, -0.229, -0.120, -0.645, -0.112, 0.463, 0.283, 0.296, 0.416, -0.185, 0.550, 0.035, -0.346, 0.317, 0.255]
}

(3)
{
  "formula": "CH13Li3N2O6",
  "method": "ωB97M-V/def2-TZVPD",
  "lumo_ev": [-10.29, -16.48],
  "e_homo_ha": [-0.7403, -0.7353],
  "charge": 3,
  "s_squared": 0.772,
  "spin_multiplicity": 2,
  "symbols": ["Li", "Li", "Li", "O", "H", "O", "H", "H", "O", "H", "H", "O", "H", "H", "O", "H", "H", "C", "O", "N", "N", "H", "H", "H", "H"],
  "xyz": [[-2.769584, 38.030272, -11.824830], [-2.458515, 36.590484, -14.876136], [-4.967067, 35.391035, -12.987286], [-3.356040, 36.456777, -12.904740], [-2.914944, 35.673806, -12.521436], [-0.408385, 34.900915, -10.431792], [-0.319595, 35.852824, -10.384676], [-1.233297, 34.759530, -10.896278], [-3.262869, 33.571512, -10.791320], [-3.221062, 32.704648, -10.387548], [-2.750469, 33.486703, -11.595367], [-2.535076, 34.578673, -14.937018], [-2.225696, 33.991006, -14.247704], [-3.285664, 34.124857, -15.320286], [-4.422837, 39.216587, -12.537216], [-4.657770, 38.955349, -13.427606], [-4.475984, 40.172267, -12.545584], [0.715328, 37.099210, -13.738956], [-0.465569, 37.031523, -13.272287], [1.637533, 36.171373, -13.787250], [1.072758, 38.220433, -14.301377], [2.533940, 36.387705, -14.199264], [1.422361, 35.356675, -13.230418], [1.969911, 38.310843, -14.756412], [0.297806, 38.845508, -14.471123]],
  "forces_ev_per_angstrom": [[-0.964, -0.120, -0.314], [-0.289, -0.652, 0.950], [-0.027, 0.388, 0.438], [-0.011, -0.389, -0.119], [0.090, 0.686, -0.179], [0.412, -0.003, -0.570], [0.123, 0.287, 0.359], [-0.413, -0.206, 0.317], [-0.156, 0.966, -0.620], [-0.048, -0.449, 0.391], [0.195, -0.556, -0.091], [-0.064, 0.604, -0.012], [0.353, -0.285, 0.074], [-0.166, -0.390, -0.604], [0.974, -0.603, 0.217], [-0.333, -0.024, -0.233], [-0.201, 0.562, 0.209], [-5.038, -1.112, 2.529], [2.249, -0.423, -1.164], [0.650, -0.737, 0.660], [0.961, 2.261, -1.945], [0.568, -0.710, 0.091], [0.543, -0.902, -0.004], [0.448, 0.757, -0.380], [0.145, 1.050, 0.000]],
  "mulliken_charge": [0.887, 0.831, 0.899, -1.044, 0.259, -0.568, 0.300, 0.283, -0.593, 0.343, 0.266, -0.544, 0.304, 0.320, -0.609, 0.316, 0.342, 0.630, -0.573, -0.142, -0.082, 0.261, 0.326, 0.271, 0.316]
}